Density functional theory data (wB97M-V/def2-TZVPD) for a structure of composition C25H47Br2EuNO3Si2.

Cartesian coordinates (Å):
C (-3.5408, -0.9568, -3.7014)
H (1.7742, -6.0984, 2.6110)
C (4.3599, -3.8377, 2.4395)
H (-1.6593, 5.1473, -1.7071)
H (2.2161, -0.3845, -3.7652)
H (-3.3334, -3.9997, -2.2436)
H (5.1297, -5.2182, 0.3195)
H (-2.9274, -1.3759, -4.5106)
H (0.8977, -3.2119, 1.6120)
C (4.5976, -0.1007, -0.0658)
H (2.0009, -7.3769, 1.4000)
O (4.1999, -3.5090, 1.0441)
Eu (-0.1195, -0.9824, 0.2231)
C (-2.0320, 0.8079, 2.5316)
C (-0.6949, 3.2764, -1.3768)
C (2.0939, -5.6128, -1.3589)
H (2.1058, -2.9222, 0.2858)
O (0.0982, 1.0937, -0.8968)
H (-1.1897, -5.2421, -0.3035)
H (5.8262, -2.3303, 2.9234)
C (1.1516, -3.4566, 0.5637)
C (-0.5247, -5.9481, 0.2119)
H (-1.9161, -0.1438, 3.0619)
H (3.6202, -1.7698, -2.0028)
H (4.8580, 0.0581, -1.1165)
Br (0.3283, 3.3132, -2.9638)
C (-2.9581, 1.7967, 2.9201)
H (-4.6643, -0.1739, -0.9078)
O (2.3958, -1.1647, -0.4718)
C (-3.7959, -3.1980, -1.6517)
H (-4.5822, -1.2623, -3.8810)
C (5.1753, -4.1231, 0.1905)
H (3.3803, -4.1863, 2.7943)
Br (-3.6425, 5.6222, 0.4359)
C (-3.5766, -0.2869, -0.7625)
H (0.3197, -3.1995, -0.1329)
H (1.5779, 0.5095, -2.3680)
C (4.8165, -2.6311, 3.2305)
H (4.1367, -1.7806, 3.0981)
C (2.6055, -1.3647, -1.9059)
H (3.0908, -5.1539, -1.3872)
C (6.5954, -3.6513, 0.4423)
H (-4.8657, -3.1647, -1.9058)
H (6.9899, -4.0395, 1.3901)
H (7.2272, -4.0366, -0.3651)
H (-3.4247, -0.5950, 0.2840)
H (2.2154, -6.6886, -1.5465)
H (1.5018, -5.1958, -2.1844)
H (5.0603, 0.7006, 0.5146)
H (-0.6865, -2.7658, -2.1756)
H (-3.5006, 0.1404, -3.7851)
C (-3.0816, 2.9463, 2.1747)
C (-1.1018, -1.7776, -1.9027)
C (-1.5877, 4.2920, -1.0444)
C (2.4121, -0.1072, -2.7262)
H (5.0817, -4.6661, 2.5609)
H (3.3188, 0.5059, -2.7160)
H (-3.1333, 0.7117, -0.8899)
H (1.8840, -2.1457, -2.1886)
H (4.8611, -3.8806, -0.8321)
H (-0.9187, -6.1105, 1.2256)
H (-0.5957, -1.0464, -2.5695)
H (-3.7863, 3.7344, 2.4402)
C (-1.3278, 2.1099, 0.7150)
H (3.2232, -6.1025, 1.5874)
H (-0.5548, -6.9053, -0.3225)
Si (-2.9487, -1.5562, -2.0159)
C (2.1460, -6.3059, 1.5998)
H (2.6598, 0.8785, -0.2551)
N (-1.2167, 0.9824, 1.4775)
C (-0.5707, 2.1338, -0.5359)
Si (1.2439, -5.3207, 0.2917)
H (-3.5560, 1.6212, 3.8132)
C (-2.3817, 4.2203, 0.1003)
H (4.8332, -2.8987, 4.2902)
H (5.0263, -1.0458, 0.2823)
H (2.8431, -0.1211, 1.2049)
H (-3.7077, -3.4585, -0.5872)
H (6.6819, -2.5564, 0.4461)
C (3.1015, -0.0440, 0.1421)
C (-2.2841, 3.1340, 1.0214)

* total charge: 0
* multiplicity: 8
* HOMO (spin up / spin down): -5.041 / -5.118 eV



Density functional theory data (wB97M-V/def2-TZVPD) for a structure of composition C25H48AlF18N3O35S13.

Cartesian coordinates (Å):
O (30.9886, -13.5109, -10.3045)
O (30.3087, -19.9919, -1.7702)
S (27.9832, -21.3662, -2.8099)
C (31.2956, -14.6047, -9.2889)
O (29.2112, -24.4591, -7.5576)
C (31.7096, -13.9395, -7.9762)
H (35.9450, -20.5509, -8.9647)
H (32.1790, -27.7286, -4.7275)
F (33.8464, -19.8394, -6.8338)
F (31.5906, -22.4281, -9.3720)
H (30.5640, -25.0791, -9.2950)
H (35.7936, -18.2513, -9.6727)
C (26.5289, -24.4027, -7.6606)
O (39.7279, -18.7028, -8.4092)
F (25.7097, -18.7823, -4.3008)
O (32.7582, -17.4224, -8.5822)
F (34.3436, -17.7526, -6.1975)
H (26.2546, -15.7870, -10.1490)
C (30.6847, -21.4791, -9.6959)
F (25.2226, -20.8296, -2.7835)
H (33.5484, -22.4055, -3.1249)
C (31.4562, -27.9520, -6.7736)
C (28.1727, -25.6399, -5.0576)
H (36.7850, -17.8244, -8.3314)
H (28.8821, -23.1718, -13.8744)
H (33.7786, -24.1338, -5.3272)
S (29.5698, -19.2670, -2.7774)
S (31.8279, -22.3953, -4.8525)
O (28.8940, -16.1283, -7.6312)
O (37.7074, -18.7046, -10.0574)
C (28.6664, -17.9101, -1.7163)
H (26.6199, -21.4610, -14.2189)
O (27.9461, -21.1998, -1.3744)
H (33.5828, -20.8552, -3.8714)
N (31.0848, -19.4885, -7.8680)
F (23.8052, -17.6348, -4.2965)
H (26.4025, -25.8040, -3.6563)
O (37.8977, -20.5370, -8.5989)
H (30.1599, -10.8331, -11.2290)
O (25.9452, -22.4693, -12.6863)
O (25.8592, -24.3969, -11.0121)
O (25.3308, -15.0786, -5.1072)
C (31.9509, -27.1042, -5.5913)
H (31.3762, -26.4409, -4.9449)
H (28.8660, -16.4979, -10.5988)
O (30.6236, -18.7998, -10.1633)
S (27.4106, -18.3659, -10.7344)
S (29.4750, -12.8758, -10.2825)
C (27.4809, -25.9606, -3.6821)
F (29.6241, -17.1704, -1.0604)
O (32.8820, -22.4133, -6.0966)
H (26.7387, -25.3991, -8.0496)
F (25.4471, -16.9976, -3.0420)
H (32.1532, -14.6562, -7.2851)
H (25.7489, -17.0763, -9.0125)
C (25.6739, -16.7022, -10.0335)
H (28.7667, -21.5864, -13.1553)
H (29.2397, -25.6421, -4.8349)
O (28.0356, -23.4149, -12.1021)
H (32.7394, -26.4598, -5.9803)
H (34.8475, -22.4948, -7.7089)
H (26.6508, -23.1428, -14.6562)
S (32.1044, -18.0591, -7.4764)
O (27.8396, -24.2848, -5.3904)
H (25.9589, -24.4682, -6.7338)
C (24.2747, -16.4642, -10.4460)
C (34.8424, -23.3469, -7.0292)
F (28.0026, -17.0787, -2.5073)
C (30.7290, -25.8286, -10.0691)
H (32.4102, -13.1047, -7.9550)
H (31.8086, -25.7903, -10.2144)
C (33.4218, -18.7415, -6.3093)
O (26.8021, -22.2307, -10.2076)
H (30.8082, -13.6272, -7.4489)
H (30.3990, -15.2243, -9.3056)
H (36.3206, -19.7141, -7.4025)
C (26.8427, -22.4555, -13.8322)
O (28.4112, -13.8525, -10.5691)
H (23.6546, -17.3396, -10.6392)
H (32.9144, -24.2497, -6.8409)
S (38.9822, -19.5060, -9.3798)
O (27.3108, -19.5074, -11.6838)
H (27.8433, -25.2398, -2.9492)
C (28.4987, -17.0421, -11.4689)
H (28.7699, -11.6042, -12.2511)
H (32.3243, -21.3902, -2.6097)
O (24.7899, -16.9567, -6.7343)
O (26.9032, -14.6647, -7.4897)
O (31.5976, -27.3055, -8.0615)
C (25.1020, -17.5539, -4.2071)
C (36.6983, -18.5480, -9.1420)
O (32.8782, -19.8657, -9.6183)
H (32.0918, -15.1899, -9.7490)
S (25.6225, -16.4240, -5.6493)
S (31.4044, -19.7102, -9.3404)
O (28.1409, -22.2399, -6.9109)
S (28.1021, -23.6975, -6.9262)
O (29.1716, -27.5874, -8.5163)
O (31.2377, -17.2964, -6.5992)
H (24.4014, -15.9451, -11.3961)
F (27.7899, -14.2398, -4.3383)
O (30.8275, -21.3687, -5.1776)
H (29.9940, -25.7454, -10.8697)
F (30.3975, -21.5165, -11.0407)
O (30.3548, -18.5181, -3.7765)
F (32.9272, -19.0448, -5.1445)
C (36.6288, -19.8890, -8.4332)
C (32.8967, -21.6204, -3.5083)
C (29.7025, -11.7054, -11.6961)
F (29.0757, -13.4442, -5.6706)
O (29.3687, -12.1106, -9.0550)
S (26.6305, -23.2021, -11.2842)
H (35.5337, -23.1530, -6.2091)
H (35.3611, -24.1309, -7.5810)
O (30.9707, -28.6065, -10.0719)
O (31.3504, -23.7218, -4.4100)
Al (28.5946, -19.3291, -6.4226)
F (25.8960, -22.9513, -2.6805)
H (26.0215, -23.6879, -8.3086)
H (27.8428, -16.4060, -12.0632)
C (26.1598, -21.7443, -3.2185)
N (27.0849, -16.8817, -5.9499)
C (28.6547, -14.6097, -5.3036)
H (28.0092, -26.2139, -5.9696)
S (27.8055, -15.5791, -6.8025)
H (29.2850, -17.5251, -12.0490)
H (27.7800, -26.9969, -3.5250)
S (30.4609, -27.4937, -9.2713)
O (28.7629, -22.4653, -3.4107)
O (39.7969, -20.1329, -10.3550)
H (23.7117, -15.8256, -9.7653)
H (30.3932, -28.1233, -6.6037)
F (25.9658, -21.7962, -4.5653)
F (29.6669, -15.2328, -4.7301)
C (33.5924, -23.6166, -6.2684)
N (28.2312, -20.0549, -3.6107)
H (30.4486, -12.1055, -12.3826)
O (27.6871, -18.4992, -9.2872)
F (27.9335, -18.3912, -0.7037)
H (32.0425, -28.8655, -6.8733)
F (29.5605, -21.5724, -8.9555)
O (26.0319, -17.6683, -10.9255)
C (28.2565, -22.5461, -13.2378)

* total charge: 0
* HOMO: -10.811 eV



Density functional theory data (wB97M-V/def2-TZVPD) for a structure of composition C25H48BaCl3N4O3SSi.

Cartesian coordinates (Å):
H (-0.3656, 7.1953, 1.2707)
H (2.1977, -0.3183, 6.2261)
C (-2.1797, -0.8968, 3.6175)
C (-2.0531, -2.4841, -4.5679)
C (1.0613, 5.6760, 2.9073)
S (0.4789, -1.1259, 2.2732)
C (0.2730, -4.4258, 0.6953)
H (1.5919, 4.7228, 2.9579)
H (2.8119, -0.8969, 3.4886)
C (1.1232, 3.3588, -3.6308)
H (-2.5728, -1.9646, -0.1675)
H (-1.1068, -6.4317, -4.3649)
Cl (1.7049, 4.4718, 0.0316)
H (-1.5138, 2.2192, -5.2912)
C (-1.2476, -4.5498, -3.3993)
H (-2.5052, 0.9693, 5.1752)
C (-1.4505, -3.2138, -3.4053)
C (0.1885, -0.3323, 3.7339)
O (-0.4229, 3.2369, 2.8501)
Ba (0.7433, 1.7934, 0.8571)
N (3.1461, -1.6764, -1.8164)
C (-1.1313, 1.4444, -4.6052)
C (3.0799, -3.0646, -2.2642)
C (-1.5211, 3.2056, -2.0797)
H (-2.5458, -5.5236, -4.8229)
H (-0.9337, -5.0556, -2.4962)
H (-0.7831, -4.8022, 2.5621)
H (1.5491, 6.3134, 2.1688)
H (-1.9329, 6.3606, 1.5686)
N (1.2446, 0.1951, 4.4352)
C (-0.9911, -2.2912, -2.2792)
H (2.6054, -2.1755, 0.1129)
H (-3.0732, -0.7237, 4.2258)
Si (-0.3249, 2.2741, -3.1637)
H (-0.9639, -5.0744, -5.4877)
H (2.3814, -0.6634, -3.4948)
H (1.6256, 3.7852, -2.7522)
H (1.0627, -3.9395, -1.2578)
N (-0.3057, 5.4877, 2.4641)
H (-2.8611, -1.8244, -4.2042)
H (-1.9841, 4.0313, -2.6373)
H (4.1198, -1.0526, -3.5430)
H (1.0724, 6.1873, 3.8805)
H (-1.9779, 0.8327, -4.2760)
H (1.1848, 1.1297, 6.3220)
H (3.2431, -3.7396, -1.4106)
N (-1.0628, -0.2192, 4.2786)
H (-1.1763, 7.3626, 2.8443)
H (-1.2214, 1.9138, 4.3628)
H (3.3071, 0.4288, 4.5868)
H (-2.3077, 2.5309, -1.7257)
H (1.1300, -5.0833, 0.9178)
C (-1.8007, -2.7086, 0.0606)
H (2.6969, 0.7831, 2.9485)
C (-1.4795, -5.4275, -4.5852)
H (-1.0421, 3.6470, -1.2002)
H (-1.9679, -1.9628, 3.5348)
C (-1.4264, 1.0180, 4.9753)
H (3.8555, -3.2310, -3.0194)
C (-0.8109, -2.9258, -0.8781)
H (0.7673, 4.1991, -4.2417)
H (-2.3515, -0.4869, 2.6087)
H (-0.4374, 0.8066, -5.1630)
O (2.6967, -0.1440, -0.1549)
C (2.7989, -1.3146, -0.5679)
C (-1.8346, -3.4087, 1.2634)
C (2.5802, 0.1248, 3.8256)
H (-2.4823, -3.1614, -5.3200)
H (-1.9979, 4.3581, 2.1574)
H (0.4261, -0.4911, 6.2678)
H (-2.6921, -3.2678, 1.9105)
C (-0.7778, -4.2696, 1.6078)
C (3.3055, -0.6999, -2.8959)
H (2.1021, -3.2661, -2.7294)
H (-0.9133, 1.0987, 5.9387)
Cl (0.5854, 0.8685, -1.7572)
H (-1.2930, -1.8479, -5.0561)
C (-0.9869, 6.6768, 2.0072)
Cl (-2.0795, 0.8265, 0.6177)
H (3.5461, 0.2927, -2.4939)
H (1.8722, 2.8153, -4.2198)
C (1.2490, 0.1231, 5.8967)
C (0.2521, -3.7638, -0.5395)
O (0.0081, -1.5724, -2.7969)
H (-1.8337, -1.5777, -2.1703)
C (-0.9450, 4.3116, 2.4974)

* total charge: -1
* energy relative to the best compared isomer or geometry (same formula, charge and spin): 32.9 kcal per mole
* HOMO: -3.104 eV



Density functional theory data (wB97M-V/def2-TZVPD) for a structure of composition C25H48BeCl3N4O3SSi.

Cartesian coordinates (Å):
H (-0.8028, 3.1539, 4.3179)
H (1.8070, -3.1068, -0.3575)
H (0.1907, -3.0814, -6.0017)
C (2.2254, 1.4065, -6.5426)
C (3.4288, -3.7258, -5.1484)
H (3.1720, -2.0233, -0.5863)
O (2.8602, 2.0813, 3.9143)
H (2.7512, 3.8857, 2.3601)
H (1.0797, 2.3547, -4.1808)
C (2.2581, -2.1754, 0.0039)
C (-4.4259, 1.3277, 3.4904)
H (2.6501, -0.1699, 1.7454)
H (2.4222, 1.3200, 0.8347)
H (-1.1176, -3.8969, 2.1060)
C (1.6530, 2.2828, 3.9733)
H (-4.2294, 2.1993, 8.6110)
N (-2.3007, 0.5034, 4.3831)
C (-0.4563, 3.3760, 3.2990)
H (-2.0979, -1.7737, -1.3190)
H (0.0654, 2.8203, -5.5652)
H (1.2949, 4.9091, 2.1053)
H (-1.7737, 0.3350, 3.5209)
H (2.5570, -2.3121, 1.0475)
C (1.1641, 0.9930, -5.8236)
H (-4.2720, 2.3019, 3.9679)
H (-3.7017, -2.7380, 0.1750)
Be (-1.2729, -1.1622, -4.0486)
H (-2.8261, 1.2967, 9.2146)
H (-0.9900, 2.7183, 2.5919)
H (2.0309, 3.5608, -6.7935)
H (0.7218, 0.8753, -2.2535)
C (-3.7512, 0.2192, 4.2669)
S (0.0136, -0.3587, 5.3464)
H (-3.6535, 1.7530, 6.2852)
N (0.9824, 3.1814, 3.2079)
H (-4.1808, 0.4295, 8.4423)
C (1.6781, 3.8852, 2.1508)
O (-0.3918, -0.6953, -5.0937)
C (1.7117, -1.5936, -5.6965)
C (1.2358, -2.9067, -5.7481)
C (2.5824, 0.2423, 0.7326)
Si (1.1381, -0.6138, -0.2961)
C (3.9152, -2.4145, -5.1213)
C (0.4082, 1.9658, -4.9636)
H (4.9609, -2.2056, -4.9072)
H (-2.1893, 2.3535, 7.1029)
H (0.2325, -3.7567, 0.9401)
N (-1.6275, -2.8559, 0.4048)
H (1.6542, -4.9707, -5.3290)
H (-0.2580, -2.3484, 1.9451)
H (-3.0245, -4.3384, -0.1722)
Cl (-1.4016, -3.0493, -3.5622)
H (-0.4608, 1.4967, -4.4938)
C (0.6746, -0.4860, -5.9280)
H (-0.6859, 4.4184, 3.0430)
C (-1.5819, 0.1652, 5.4853)
H (3.3819, -0.3096, -5.3348)
C (3.0424, -1.3471, -5.3690)
H (1.0023, 1.7055, 4.6753)
C (2.0721, -3.9625, -5.4027)
C (1.4490, 0.0826, -2.0317)
Cl (-0.2746, 0.4489, 0.7539)
C (-0.6149, -3.2355, 1.4018)
H (3.5459, 0.1006, 0.2349)
H (3.1303, 3.0679, -5.4984)
H (2.4610, 0.4930, -2.1174)
H (1.4877, 3.4065, 1.1772)
H (2.7241, 0.7180, -7.2268)
H (-3.8692, -0.7420, 3.7466)
C (-3.5763, 1.3432, 8.4164)
H (0.3737, -0.5940, -6.9968)
H (3.6175, 2.8754, -7.1904)
C (-1.3193, -2.1079, -0.6289)
C (-2.9122, 1.5203, 7.0588)
H (-4.0384, 1.3793, 2.4675)
O (-0.1098, -1.7776, -0.9092)
H (1.3307, -0.7050, -2.7884)
H (-1.6170, -0.0805, 7.4510)
H (4.0971, -4.5609, -4.9431)
H (-5.5013, 1.1406, 3.4435)
N (-2.2155, 0.2634, 6.6951)
H (-4.1693, 0.1063, 5.2708)
C (-2.9468, -3.4645, 0.4898)
H (-3.1161, -3.7603, 1.5262)
Cl (-2.2495, 0.1473, -2.9518)
C (2.7680, 2.7961, -6.5026)

* total charge: -1
* energy relative to the best compared isomer or geometry (same formula, charge and spin): 51.5 kcal per mole
* HOMO: -5.014 eV



| no. | total energy (hartree) |
| --- | --- |
| 1 | -7698.4803 |
| 2 | -10994.8246 |
| 3 | -3520.1184 |
| 4 | -3509.4331 |